This record from the Open Molecules 2025 dataset describes a cluster of 13 separate species, C68H184N24O18P8S5 in total in a non-equilibrium geometry. The level of theory is ωB97M-V/def2-TZVPD.

Positions of all 307 atoms, in Å:
C 1.927766 3.372334 5.723502
C 2.089056 3.295450 4.206482
C 0.970231 2.318305 3.645919
S 0.382146 1.355565 5.128836
O 0.565627 -0.122808 4.946718
O -0.899505 1.848470 5.647208
C 1.551895 2.001713 6.278091
H 1.085764 4.011315 6.010575
H 2.838874 3.830539 6.114960
H 3.100700 2.940623 3.938263
H 1.903595 4.267161 3.819783
H 1.387950 1.595304 2.849917
H 0.236987 3.022889 3.283715
H 2.466734 1.355979 6.303970
H 0.959321 2.047229 7.191774
C -0.782212 -4.119250 4.619651
C -1.100391 -3.694592 6.142237
C 0.175999 -2.987966 6.660893
S 1.487035 -3.819770 5.858468
O 1.404397 -5.134344 6.444240
O 2.729628 -3.093793 5.805168
C 0.706873 -3.946213 4.309291
H -1.391291 -3.566564 3.912402
H -0.999578 -5.184339 4.525423
H -1.355684 -4.547650 6.729811
H -1.890914 -2.938954 6.197254
H 0.248850 -3.212606 7.733320
H 0.136054 -1.950436 6.419628
H 1.072123 -4.866963 3.830467
H 1.024939 -3.061065 3.900436
C 5.815710 -2.402996 6.298448
C 5.841745 -2.472378 4.772675
C 5.060720 -1.334698 4.072562
S 5.349926 0.008688 5.259520
O 4.331191 1.036667 5.326273
O 6.749462 0.426483 5.073956
C 5.220987 -1.076244 6.714768
H 6.855608 -2.414312 6.621205
H 5.221445 -3.197708 6.703671
H 5.327708 -3.412011 4.475387
H 6.843976 -2.410285 4.443907
H 3.955672 -1.485234 3.998322
H 5.482586 -1.059459 3.103794
H 4.156262 -1.183295 6.986824
H 5.724931 -0.817548 7.615350
C -0.917233 -6.254466 1.523820
C -0.736407 -4.982615 0.697319
C -0.325005 -5.388167 -0.694759
S -0.782340 -7.022189 -1.003978
O 0.360791 -7.854916 -0.832257
O -1.734457 -7.081068 -2.088800
C -1.682510 -7.279700 0.612183
H -1.531419 -6.043214 2.366157
H -0.042420 -6.702024 1.957896
H -0.048774 -4.276024 1.148774
H -1.596355 -4.372914 0.546315
H 0.763999 -5.296206 -0.815589
H -0.752825 -4.782082 -1.516086
H -1.603936 -8.362280 0.957977
H -2.684537 -6.966644 0.355072
C -4.068057 -3.928173 -5.416951
C -2.839826 -3.195080 -5.063004
C -2.865180 -1.838047 -5.795688
S -3.336154 -2.150891 -7.466486
O -2.118442 -2.533874 -8.142973
O -4.245846 -1.094275 -7.928545
C -4.208587 -3.701879 -6.983103
H -4.892230 -3.470356 -4.801717
H -4.004650 -4.980574 -5.224418
H -1.988741 -3.772094 -5.411608
H -2.833977 -3.114566 -3.969222
H -1.916157 -1.287214 -5.882322
H -3.520185 -1.125747 -5.265121
H -3.497514 -4.411379 -7.393919
H -5.211845 -3.769914 -7.423521
O -4.728490 0.000950 -3.770469
P -5.385484 1.221934 -3.275876
N -4.800384 2.738190 -3.626200
C -3.332877 2.805291 -3.553348
C -5.465536 3.990202 -3.944693
N -5.346538 1.117679 -1.619208
C -4.732783 0.132890 -0.778983
C -5.655355 2.240758 -0.778484
N -7.053140 1.337851 -3.696251
C -7.926376 0.351780 -3.007843
C -7.419034 1.492011 -5.097482
H -3.124823 2.922691 -2.478558
H -2.969321 3.621259 -4.192343
H -2.919257 1.876959 -3.973062
H -5.317041 4.716072 -3.128312
H -6.507145 3.816616 -4.231374
H -4.998395 4.486800 -4.763996
H -3.759130 0.501534 -0.442897
H -5.421194 0.007409 0.075258
H -4.665037 -0.842216 -1.288878
H -6.356012 2.034818 0.016688
H -4.743279 2.781094 -0.374653
H -6.105216 3.047229 -1.299040
H -8.125686 -0.532608 -3.671929
H -7.367953 -0.029539 -2.111807
H -8.791702 0.905111 -2.794098
H -8.387537 1.043470 -5.250841
H -6.676635 1.137710 -5.815466
H -7.495549 2.566662 -5.368112
O 3.848717 -4.860472 -4.619061
P 2.518949 -4.484909 -5.138455
N 2.145394 -2.959954 -4.591662
C 3.009926 -2.318927 -3.626751
C 1.360392 -2.036791 -5.365529
N 1.401254 -5.586760 -4.499521
C 0.110704 -5.026951 -4.230584
C 1.517817 -6.990283 -4.830906
N 2.392613 -4.479443 -6.767734
C 3.544486 -4.072630 -7.533809
C 1.326756 -5.210774 -7.454621
H 3.406473 -3.083537 -2.953480
H 2.456966 -1.596021 -3.040195
H 3.890867 -1.807917 -4.042531
H 0.928317 -2.462458 -6.307751
H 2.010877 -1.175097 -5.655121
H 0.502996 -1.658978 -4.735898
H -0.397403 -5.462767 -3.371866
H 0.189957 -3.950152 -4.143272
H -0.626259 -5.258392 -5.013611
H 1.444782 -7.611390 -3.931701
H 0.727768 -7.334062 -5.593744
H 2.522449 -7.156966 -5.157588
H 3.821974 -4.937877 -8.156572
H 3.319550 -3.280006 -8.182429
H 4.397866 -3.833259 -6.884289
H 0.401956 -5.295912 -6.920208
H 1.702329 -6.109230 -7.870121
H 1.108376 -4.639651 -8.359138
O -5.945825 3.738349 3.108134
P -6.058542 2.288340 3.476405
N -6.561868 1.996524 5.061568
C -5.660226 2.456650 6.138845
C -7.937916 2.319309 5.247309
N -4.636142 1.427129 3.482388
C -3.601254 2.119917 2.706984
C -4.240829 0.269233 4.185088
N -7.094588 1.521506 2.419628
C -8.092982 2.321899 1.695344
C -7.373637 0.129612 2.659285
H -5.393662 1.584623 6.792440
H -6.035168 3.332171 6.726326
H -4.772912 2.803899 5.762416
H -8.342378 3.067338 4.629067
H -8.125583 2.602932 6.300025
H -8.456855 1.358606 5.085033
H -2.625460 1.611742 2.742655
H -3.953877 2.043455 1.666062
H -3.638281 3.207226 2.978668
H -3.419689 0.432390 4.869656
H -5.141412 -0.053991 4.692522
H -3.939229 -0.494904 3.461156
H -7.671195 3.310067 1.533852
H -8.291218 1.938079 0.681390
H -9.021892 2.435917 2.260107
H -8.204203 -0.058406 3.435596
H -6.484597 -0.330657 3.046153
H -7.493919 -0.338903 1.694435
O 6.451405 4.673341 -1.147326
P 6.170346 4.512394 0.294626
N 4.576825 4.868661 0.492826
C 3.783048 4.869234 1.762572
C 3.939995 5.720318 -0.498316
N 7.191082 5.367844 1.239773
C 8.017297 6.408616 0.659806
C 7.352258 5.139618 2.682043
N 6.282734 2.939078 0.833588
C 5.244432 1.937124 0.523764
C 7.565379 2.393658 1.354052
H 3.740252 5.912878 2.123440
H 4.252664 4.187539 2.496735
H 2.811517 4.547624 1.416607
H 4.547264 5.985819 -1.376946
H 3.788441 6.648339 -0.018433
H 2.963683 5.256090 -0.762115
H 9.030531 6.376425 1.070406
H 8.141752 6.301286 -0.429459
H 7.606989 7.395441 0.822879
H 8.429878 5.378295 2.908239
H 6.674094 5.761780 3.242151
H 7.226183 4.091802 2.935167
H 4.601975 2.323941 -0.301396
H 5.676939 0.979135 0.151756
H 4.731706 1.761671 1.468506
H 8.101814 1.903338 0.482343
H 7.325203 1.634335 2.138083
H 8.316242 3.071332 1.744358
O 2.419250 -4.591901 1.406152
P 3.602188 -5.504084 1.612968
N 3.868468 -6.387700 0.250957
C 3.438357 -5.858391 -1.071764
C 4.641722 -7.703259 0.137567
N 3.545752 -6.694110 2.796564
C 4.027795 -6.602030 4.220862
C 2.547723 -7.734566 2.563031
N 5.040924 -4.724391 2.154746
C 5.240382 -3.514499 1.469871
C 6.232412 -5.453202 2.344767
H 3.027076 -4.863766 -1.062170
H 2.707909 -6.570290 -1.473673
H 4.306848 -6.013538 -1.705696
H 4.104779 -8.547940 -0.276256
H 4.974047 -7.889926 1.121808
H 5.614005 -7.612408 -0.379132
H 3.180347 -6.532643 4.936116
H 4.685665 -7.464183 4.424922
H 4.572634 -5.716438 4.290952
H 1.591423 -7.410437 3.037023
H 2.348605 -7.955230 1.490857
H 2.937477 -8.570923 3.068113
H 4.317536 -2.951470 1.344129
H 5.979371 -2.812219 1.936830
H 5.672323 -3.699500 0.467963
H 6.044775 -6.503524 2.540014
H 6.787073 -5.027152 3.223940
H 6.894240 -5.373134 1.464165
O -1.314150 0.830232 -5.422377
P -0.217381 1.679811 -5.911712
N 0.922797 0.976218 -6.952614
C 1.863507 1.901532 -7.613800
C 0.351114 0.014240 -7.866190
N 0.818756 2.409233 -4.810617
C 0.228736 3.383337 -3.826032
C 2.062313 1.691641 -4.273211
N -0.991308 3.060408 -6.590331
C -2.383479 2.992990 -7.002893
C -0.348194 4.284116 -6.827798
H 2.279307 2.528463 -6.848049
H 1.317928 2.661723 -8.204537
H 2.645845 1.314432 -8.160015
H 0.385382 0.366801 -8.903519
H -0.669632 -0.164156 -7.589020
H 0.806320 -0.985468 -7.803365
H 0.852077 4.309751 -3.747862
H -0.717984 3.627523 -4.265170
H 0.033854 3.075138 -2.812963
H 1.790761 1.100909 -3.394239
H 2.506591 1.072628 -5.031426
H 2.834552 2.523892 -4.047156
H -2.577210 2.731982 -8.095385
H -2.964099 2.282035 -6.350685
H -2.840498 4.036119 -6.902046
H 0.702463 4.321245 -6.454714
H -0.950825 5.082494 -6.348814
H -0.341776 4.690144 -7.873808
O -1.009538 4.428933 2.305743
P -1.732546 5.595022 2.892797
N -2.101982 5.689237 4.510774
C -1.161398 6.044023 5.505887
C -3.029855 4.674637 5.087525
N -3.270140 5.639149 2.266675
C -4.371836 6.533484 2.713178
C -3.485383 5.148008 0.947434
N -0.704084 6.868663 2.659732
C -1.161295 8.214005 2.640832
C 0.697524 6.756218 2.136054
H -1.577721 6.429852 6.426376
H -0.544357 6.869487 5.088632
H -0.477168 5.142729 5.725394
H -3.330203 5.105109 6.054150
H -2.531713 3.728818 5.325994
H -3.840785 4.434758 4.430207
H -4.269251 7.497809 2.202577
H -5.286154 6.197088 2.279149
H -4.528785 6.593456 3.795624
H -2.619631 5.387207 0.242635
H -3.592402 4.066483 1.004483
H -4.283490 5.646273 0.484832
H -0.762135 8.790106 3.542124
H -0.972116 8.822013 1.723554
H -2.226767 8.217805 2.733086
H 0.712090 7.386555 1.189497
H 0.999610 5.748808 1.978837
H 1.313263 7.226374 2.893062
O 2.277127 0.081878 -0.756837
P 0.855862 0.160739 -0.338340
N 0.331937 1.761689 -0.333295
C -0.955069 2.213895 0.031533
C 1.483892 2.693402 -0.303190
N 0.654021 -0.607164 1.166933
C -0.646329 -0.910602 1.728752
C 1.827133 -1.187154 1.807795
N -0.348680 -0.609893 -1.212000
C -0.962513 -0.053390 -2.391324
C -0.426345 -2.039702 -0.988718
H -1.287648 1.952212 1.041780
H -1.719357 1.779171 -0.654428
H -1.036711 3.276553 -0.030241
H 2.060022 2.391498 -1.207712
H 2.127846 2.511491 0.581847
H 1.231051 3.761327 -0.421487
H -0.978716 -0.291125 2.631900
H -1.447749 -0.717879 1.013208
H -0.843744 -1.918792 2.081636
H 1.789675 -0.903010 2.874334
H 1.882084 -2.333087 1.744830
H 2.761491 -0.829144 1.347525
H -0.629312 -0.537455 -3.301382
H -2.017596 -0.060758 -2.419278
H -0.706058 0.972758 -2.405861
H -1.373573 -2.302605 -0.542361
H 0.384161 -2.477428 -0.343172
H -0.422129 -2.554798 -1.912950

Cartesian forces, eV/Å:
-0.4 0.3 0.3
-0.4 -2.0 0.2
1.7 -0.5 -0.1
0.0 -1.5 -0.5
-0.5 2.6 0.1
0.5 -0.5 -1.0
1.7 -0.4 0.0
0.3 0.3 -0.3
-0.1 -0.4 0.5
-0.5 0.2 0.2
0.1 0.8 -0.6
-1.0 1.0 1.3
-1.0 -0.6 -0.3
-1.1 0.3 0.2
0.5 -0.1 0.2
-0.3 -0.1 1.1
0.9 1.2 -1.7
-1.1 -0.7 0.9
-0.5 -0.8 0.8
0.9 -0.7 0.3
0.2 0.0 0.0
-0.6 -2.2 0.8
-0.1 0.1 0.0
-0.2 0.2 -0.1
-0.1 -0.5 0.3
-0.1 -0.4 -0.2
0.4 0.5 -0.2
0.3 0.8 0.0
0.4 0.7 -0.2
0.3 2.0 -2.0
0.3 0.8 -0.6
-2.1 -1.0 -0.9
-0.6 0.4 1.0
1.5 0.1 0.5
0.1 -0.2 -0.4
-1.5 -0.4 0.2
-1.0 -0.5 -0.1
-0.1 -0.4 0.3
0.0 -0.5 0.3
0.8 0.4 -0.2
1.0 -0.3 -0.6
0.9 0.0 0.1
-0.1 0.1 0.2
0.3 0.2 -0.5
0.5 1.3 0.4
-1.8 -0.5 -0.7
0.6 0.0 0.1
1.5 2.0 -1.4
-2.4 -1.0 2.6
1.4 -1.0 -1.1
0.6 -0.3 -0.3
1.5 0.0 -0.3
-0.7 0.3 0.8
0.8 0.0 -0.4
0.6 -0.2 0.0
-1.4 0.0 0.5
-0.2 -0.3 0.0
0.0 -0.2 0.7
-0.2 1.5 -0.7
-0.5 0.0 0.5
-2.2 1.4 -1.4
1.3 0.7 0.2
0.6 1.0 1.3
-1.7 0.5 2.2
-0.2 0.1 -0.8
1.2 -1.3 -0.2
0.0 -0.3 0.3
0.3 -0.6 -0.9
-0.1 -0.6 0.2
0.3 0.0 0.2
0.6 0.4 -0.2
-0.1 -0.5 0.3
-0.2 -0.3 -0.5
-0.4 -0.4 -0.5
0.4 0.0 0.1
0.6 0.1 -0.6
-1.9 0.3 0.4
0.2 -0.6 -1.2
-0.6 -0.4 0.1
-0.3 -0.4 0.8
-0.4 0.9 0.5
-0.4 -1.2 -0.4
0.9 1.7 0.0
1.2 -0.5 0.7
2.4 -1.0 -0.6
0.6 1.5 -0.3
0.9 0.2 -0.4
-0.1 0.0 0.5
0.2 0.2 0.4
-0.6 -0.2 0.1
0.2 0.3 0.6
0.5 0.0 -1.1
0.1 -0.3 0.2
0.5 -0.1 0.1
0.3 0.4 0.1
0.2 -0.5 0.4
-0.6 -1.0 0.0
-0.7 0.6 -1.1
0.0 0.7 0.6
-1.0 0.5 -0.6
-1.5 0.1 0.7
-0.2 -0.2 -0.3
0.0 -0.6 0.1
-0.3 -0.4 0.2
0.6 -0.1 -0.3
1.0 -0.8 1.7
0.0 -0.4 -0.8
0.5 -0.5 0.8
-0.8 0.9 -0.3
0.1 1.5 -0.5
-1.3 -0.8 -0.2
-1.2 -0.3 -0.1
-1.1 -0.4 0.7
0.5 -1.8 0.3
0.9 1.9 -1.3
-0.1 0.2 0.0
-0.3 0.2 0.2
-0.3 -0.1 -0.3
0.4 0.1 1.0
-0.7 -0.4 0.1
0.7 -0.1 -0.7
0.4 0.0 0.3
-0.2 0.0 0.2
0.1 0.1 -0.4
-0.4 0.1 0.0
1.2 0.4 0.9
0.5 -0.2 -0.7
0.3 0.2 0.0
-0.3 1.4 -0.9
-0.4 -0.1 -0.1
-0.1 -0.2 0.5
0.2 -1.5 0.1
-0.4 0.3 -0.1
0.2 -1.2 0.1
0.7 0.3 0.6
1.1 0.9 -0.5
-1.6 -1.1 1.3
-1.1 -2.1 1.9
0.3 2.3 -0.7
-0.8 0.4 -0.9
-0.7 -0.8 -0.1
-0.4 0.9 0.3
0.3 0.0 0.0
-0.6 -0.1 0.8
-0.4 0.9 -0.2
-0.2 -0.9 -0.4
2.3 0.7 -1.2
-0.4 1.1 -1.0
0.1 -0.1 -0.5
-0.6 0.6 0.1
-0.4 0.4 0.5
0.5 0.2 -0.1
0.8 -1.2 -0.4
0.2 0.2 0.4
0.2 -0.5 0.5
0.1 -0.3 0.1
0.0 0.1 0.2
-0.1 -0.3 0.5
-0.1 -0.2 -0.1
0.8 0.1 -1.5
0.4 -0.2 0.4
-0.8 -0.4 -0.2
0.5 0.5 -0.1
-0.3 -1.7 -1.3
-0.5 0.0 0.7
1.8 0.1 -1.4
-0.2 -0.6 -0.4
0.7 -0.3 0.6
0.4 0.0 -0.7
1.3 0.3 -0.8
1.1 0.5 1.0
0.6 0.4 -0.6
-0.4 -1.7 -1.5
-0.1 -0.4 0.3
-0.4 0.4 -0.4
-0.5 -0.2 0.6
-0.1 -0.9 0.3
-0.8 1.4 0.5
0.5 0.5 -0.2
-0.1 0.0 0.2
-0.4 -0.3 0.4
-0.1 0.4 0.2
-1.1 0.0 0.1
-0.1 0.3 0.5
-0.4 0.1 0.1
0.2 -0.3 0.9
-0.1 0.7 0.3
-0.6 -0.4 -0.2
-0.6 0.1 1.0
0.3 0.5 -0.5
-0.5 0.5 0.0
1.5 -0.7 0.3
0.3 -0.6 1.3
0.4 -1.0 -1.2
0.4 -2.1 0.2
0.3 2.3 0.2
-0.1 0.5 -0.1
-1.6 -1.1 -1.3
-0.9 1.3 -0.1
-2.8 -0.2 0.1
1.2 2.2 -1.2
1.6 -0.3 0.6
0.2 0.3 0.2
-0.3 0.3 0.0
0.0 0.8 -0.4
-0.5 0.2 -0.1
0.0 -0.8 1.2
-0.6 0.4 -0.4
0.4 -0.3 -0.4
-0.4 0.2 0.1
1.0 1.4 0.3
0.4 -0.5 -0.2
0.3 0.3 0.7
0.0 -1.5 0.5
-0.1 -0.1 0.0
-0.5 -0.8 0.1
-0.2 0.1 0.0
0.0 -0.1 0.1
-0.3 -0.4 -0.7
-0.1 -0.1 0.1
0.2 -0.9 -0.2
0.6 2.1 0.1
-0.5 0.6 0.2
-0.4 -0.1 0.3
-0.1 -0.8 -0.4
0.8 -0.5 1.5
0.9 0.3 -1.5
-0.5 2.4 -0.2
0.2 -2.3 0.0
-1.5 0.4 -0.3
0.7 2.5 -0.5
0.8 0.0 0.4
0.3 -0.7 -0.6
-0.8 0.7 0.4
-0.1 -0.1 0.1
-0.7 -0.1 -0.1
0.3 0.4 -0.1
-0.3 -0.7 -0.3
-0.5 0.6 0.0
0.2 -0.9 0.4
0.3 0.1 0.0
-0.1 -0.3 -0.3
-1.2 -1.4 0.0
0.5 0.1 1.2
0.7 0.7 -0.8
0.5 -1.2 0.1
-0.9 -0.1 -0.2
0.5 -0.1 0.4
0.1 -1.0 0.3
-0.3 -0.1 0.5
0.4 -0.9 -0.2
-1.6 -1.1 0.0
3.0 -0.1 -0.5
0.8 0.5 0.5
-0.3 1.5 1.3
0.7 0.2 -0.5
2.7 -0.7 -1.3
0.9 0.0 -1.3
0.0 1.7 1.3
-1.8 1.6 -0.3
-0.5 -0.2 0.2
0.0 -0.6 0.4
-0.9 1.4 0.1
-0.5 -0.2 -0.4
0.4 0.1 -0.1
-0.6 0.3 -0.2
0.3 0.4 0.6
-0.7 -0.9 0.0
0.5 0.1 -0.3
-0.7 -0.5 0.9
-0.3 0.0 -0.5
-1.5 0.3 -0.4
-0.3 -0.4 -1.1
0.4 -0.7 0.4
-0.8 0.1 0.3
0.4 -1.0 1.0
0.0 -0.7 -0.2
0.5 0.1 0.0
-0.5 0.0 0.0
-1.2 -0.3 0.4
2.0 -0.3 -0.2
-1.9 -1.0 0.1
0.5 -0.7 -0.9
0.2 0.3 -0.6
-1.3 1.4 1.1
0.3 -1.2 0.6
0.9 0.0 1.1
1.0 -0.4 -0.1
0.2 -0.3 0.6
0.3 0.0 0.1
0.3 0.3 0.3
0.1 0.8 -0.1
0.1 0.6 0.8
-0.3 0.4 -0.4
-0.4 -0.6 0.3
1.0 -0.4 -0.9
0.2 0.1 -0.2
0.7 -0.6 -0.2
0.3 -0.2 -0.2
-0.3 1.4 0.0
-0.5 0.1 0.1
0.2 0.0 -0.3
-1.5 -0.5 0.4
0.5 1.1 -0.4
-0.5 -0.1 0.4
-0.7 0.7 -0.7
0.3 -0.5 -1.3

Computed properties:
spin multiplicity = 1
HOMO energy = -8.25 eV
lowest unoccupied orbital energy = 0.26 eV

Here are the Mulliken charges for atoms 1 to 99, given in e: C -0.998; C 0.564; C 2.912; S 0.587; O 0.011; O -0.703; C -0.621; H -0.069; H 0.529; H -0.437; H 0.271; H -0.873; H -1.607; H -0.223; H 0.805; C -0.510; C -0.948; C -0.273; S 0.754; O -0.735; O -0.253; C 1.732; H 0.225; H 0.325; H 0.353; H 0.343; H 0.570; H -0.173; H -0.611; H -0.966; C -0.987; C 0.672; C 0.105; S 0.826; O -0.442; O -0.714; C -0.721; H 0.414; H 0.434; H -1.236; H 0.823; H -0.824; H 0.698; H 0.097; H 0.651; C -0.267; C 0.741; C 1.041; S 1.398; O -0.647; O -0.746; C -1.160; H 0.360; H -0.267; H -1.083; H 0.715; H -0.514; H -0.241; H 0.417; H 0.437; C -0.919; C 0.346; C 2.220; S 1.226; O -0.659; O -0.740; C -0.986; H 0.207; H 0.494; H -0.607; H 0.297; H -1.174; H -0.475; H 0.385; H 0.459; O -0.376; P -0.839; N 1.119; C -0.624; C -0.919; N 1.537; C -0.256; C -1.692; N 0.107; C -1.027; C -1.115; H -0.322; H 0.628; H -0.286; H 0.286; H 0.310; H 0.196; H -0.311; H 0.016; H 0.144; H 0.157; H 0.474; H 0.472; H 0.332